1) A cluster of 7 separate species, H15O7 in total, computed with ωB97M-V/def2-TZVPD.

As for the LUMO energy: -0.122 Ha. The charge is +1. Its HOMO energy is -13.948 eV. The HOMO-LUMO gap is 0.391 Eh.

Last column: natural (NBO) charge in e.
Atoms and positions in Å:
O  46.53  18.61  22.28  -0.8062
H  47.30  18.33  21.83  0.5619
H  46.04  18.00  22.96  0.6003
H  46.96  19.26  22.83  0.5549
O  48.12  16.62  24.53  -0.9114
H  48.71  16.30  23.99  0.4490
H  48.63  17.24  24.95  0.4655
O  47.52  20.93  23.21  -0.9042
H  47.11  21.69  23.25  0.4754
H  47.81  20.99  22.36  0.4644
O  45.86  18.55  24.96  -0.9642
H  46.07  18.03  25.66  0.4855
H  45.36  19.26  25.38  0.4921
O  46.22  16.22  19.82  -0.9902
H  45.84  17.22  19.84  0.4982
H  45.84  15.64  20.47  0.4721
O  49.05  18.02  21.82  -0.9729
H  49.45  17.24  22.04  0.4920
H  49.54  18.43  21.03  0.5147
O  45.80  19.09  19.43  -0.9547
H  45.00  19.43  20.11  0.4827
H  45.40  19.26  18.58  0.4950

2) A cluster of 7 separate species, H15O7 in total, computed with ωB97M-V/def2-TZVPD.

As for the LUMO energy: -0.137 Ha. The charge is +1. Its HOMO energy is -14.235 eV. The HOMO-LUMO gap is 0.386 Eh.

Last column: natural (NBO) charge in e.
Atoms and positions in Å:
O  -26.27  20.61  -8.23  -0.8190
H  -25.66  20.71  -9.02  0.5531
H  -25.59  20.90  -7.53  0.5780
H  -26.59  19.70  -8.17  0.5657
O  -26.98  18.25  -9.63  -0.9431
H  -27.41  17.62  -9.03  0.4922
H  -26.06  18.03  -9.72  0.4723
O  -26.84  18.47  -6.62  -0.9342
H  -26.36  18.63  -5.82  0.4813
H  -26.32  17.86  -7.12  0.4678
O  -24.92  20.92  -10.53  -0.9738
H  -24.96  20.45  -11.38  0.5119
H  -24.26  21.62  -10.69  0.5097
O  -23.83  23.11  -5.16  -0.9446
H  -23.03  22.91  -4.68  0.4702
H  -24.33  22.32  -5.32  0.4648
O  -23.71  21.07  -7.63  -0.9550
H  -23.47  20.28  -8.07  0.4737
H  -22.94  21.15  -7.04  0.5049
O  -25.64  20.95  -5.46  -0.9575
H  -26.29  20.66  -4.81  0.5051
H  -24.82  20.50  -5.28  0.4765

It is 2) that is most stable; the runner-up trails by 185.1 kJ/mol.

1) A cluster of 2 separate species, C4H12IN2 in total, computed with ωB97M-V/def2-TZVPD.

As for the LUMO energy (alpha / beta): -0.166 / -0.166 Ha. The charge is +1. Its HOMO energy (alpha / beta) is -13.411 / -13.398 eV. The HOMO-LUMO gap (alpha / beta) is 0.327 / 0.327 Eh.

Last column: natural (NBO) charge in e.
Atoms and positions in Å:
C  1.52  1.81  0.59  -0.6334
C  -1.10  -0.92  -1.62  -0.7013
C  0.12  1.38  0.17  -0.2580
C  -1.29  -0.59  -0.14  0.1519
N  -1.00  -2.43  1.06  -0.8303
N  -0.12  -0.06  0.47  -0.6574
I  -3.07  0.38  0.38  0.3129
H  1.55  2.07  1.64  0.2415
H  2.28  1.07  0.26  0.2169
H  1.67  2.62  -0.16  0.2549
H  -0.21  -1.63  -1.53  0.2338
H  -0.85  0.04  -2.02  0.2293
H  -2.04  -1.28  -2.06  0.2764
H  -0.06  1.64  -0.94  0.2402
H  -0.55  2.07  0.79  0.2564
H  -2.00  -2.25  1.46  0.3585
H  -1.14  -3.26  0.51  0.3574
H  -0.12  -0.38  1.48  0.4905
H  0.75  -0.66  0.03  0.4599

2) The ion C4H12IN2 with charge +1, computed with ωB97M-V/def2-TZVPD.

As for the SMILES: C[C@H](N)[N@H+](C)CI. As for the LUMO energy: -0.111 Ha. The charge is +1. Its HOMO energy is -13.461 eV. The HOMO-LUMO gap is 0.383 Eh.

Last column: natural (NBO) charge in e.
Atoms and positions in Å:
C  0.80  1.86  -0.19  -0.6835
C  0.40  -0.96  -1.53  -0.4418
C  -0.61  -1.68  0.63  -0.4328
C  -0.33  0.84  0.09  0.1456
N  -0.76  0.90  1.41  -0.8533
N  0.20  -0.66  -0.11  -0.3926
I  0.19  -3.57  0.68  0.2296
H  1.66  1.81  0.57  0.2471
H  1.10  2.05  -1.28  0.2583
H  0.39  2.89  0.07  0.2588
H  -0.52  -0.82  -2.01  0.2182
H  1.17  -0.28  -2.02  0.2494
H  0.55  -2.03  -1.60  0.2437
H  -0.56  -1.44  1.70  0.2706
H  -1.64  -1.68  0.45  0.2402
H  -1.03  0.97  -0.68  0.2040
H  -1.72  0.89  1.70  0.4041
H  -0.45  1.74  1.87  0.3972
H  1.16  -0.83  0.26  0.4374

It is 2) that is most stable; the runner-up trails by 265.9 kJ/mol.

1) A cluster of 3 separate species, C3H11NO4 in total, computed with ωB97M-V/def2-TZVPD.

As for the SMILES: O=CCNCO.O.O. As for the LUMO energy: 0.023 Ha. Its HOMO energy is -9.241 eV. The HOMO-LUMO gap is 0.362 Eh.

Last column: natural (NBO) charge in e.
Atoms and positions in Å:
O  -0.30  -0.76  3.10  -0.5191
C  0.40  -0.91  2.11  0.4567
C  0.33  -0.04  0.88  -0.3393
N  0.54  -0.92  -0.28  -0.6676
C  -0.22  -0.76  -1.56  0.1033
O  0.22  0.12  -2.55  -0.7277
H  1.14  -1.84  2.01  0.1036
H  1.04  0.71  0.80  0.2087
H  -0.74  0.41  0.95  0.2209
H  1.56  -1.12  -0.49  0.3702
H  -0.16  -1.70  -2.17  0.1718
H  -1.16  -0.51  -1.21  0.1528
H  0.63  0.90  -2.18  0.4648
H  4.60  0.81  3.53  0.4779
H  4.22  2.12  2.67  0.4753
O  4.16  1.11  2.67  -0.9525
H  -6.01  0.84  -2.22  0.4629
H  -5.16  0.42  -3.39  0.4641
O  -5.11  1.14  -2.67  -0.9268

2) A cluster of 5 separate species, C3H11NO4 in total, computed with ωB97M-V/def2-TZVPD.

As for the LUMO energy: -0.162 Ha. Its HOMO energy is -9.074 eV. The HOMO-LUMO gap is 0.172 Eh.

Last column: natural (NBO) charge in e.
Atoms and positions in Å:
O  1.61  -0.69  1.03  -0.4179
C  2.36  -0.69  0.08  0.2735
N  -0.94  -0.21  -1.52  -0.4684
C  -0.86  -1.31  -0.96  0.0052
O  -2.28  0.96  0.29  -1.1138
C  1.99  -0.30  -1.26  -0.1195
H  -1.73  0.39  -0.94  0.4532
H  -1.71  -1.99  -0.83  0.2319
H  0.11  -1.63  -0.53  0.2052
H  -2.96  1.59  0.00  0.4627
H  3.45  -0.73  0.25  0.1330
H  2.85  0.15  -1.77  0.1945
H  1.00  -0.09  -1.63  0.2305
H  0.38  2.62  0.86  0.4621
H  -0.86  1.59  0.59  0.5072
O  0.09  1.72  0.93  -1.0331
H  -0.08  -0.58  1.67  0.4782
H  -1.46  -0.02  1.71  0.4963
O  -0.95  -0.78  2.04  -0.9807

It is 1) that is most stable; the runner-up trails by 549.6 kJ/mol.

1) A structure of composition C3H11NO4, computed with ωB97M-V/def2-TZVPD.

As for the LUMO energy: 0.010 Ha. Its HOMO energy is -9.742 eV. The HOMO-LUMO gap is 0.368 Eh.

Last column: natural (NBO) charge in e.
Atoms and positions in Å:
H  1.33  0.73  -0.18  0.4799
O  1.62  1.88  0.32  -1.0286
N  0.94  -0.51  -0.37  -0.7748
H  2.33  1.84  0.99  0.4854
H  1.72  -1.09  -0.09  0.3938
H  0.67  -0.64  -1.34  0.4238
C  -0.17  -0.82  0.60  -0.1652
H  0.33  -0.89  1.58  0.2191
C  -1.16  0.31  0.78  0.7648
O  -2.24  0.03  1.27  -0.6164
O  -0.75  1.50  0.61  -0.7252
H  0.40  1.65  0.53  0.4972
C  -0.92  -2.12  0.35  -0.6164
H  -0.25  -2.79  -0.21  0.1943
H  -1.26  -2.68  1.22  0.2390
H  -1.81  -1.98  -0.26  0.2362
O  -0.29  1.52  -2.07  -0.9953
H  0.32  2.15  -2.44  0.4816
H  -0.81  1.88  -1.31  0.5066

2) A cluster of 3 separate species, C3H11NO4 in total, computed with ωB97M-V/def2-TZVPD.

As for the SMILES: CCNC(=O)O.O.O. As for the LUMO energy: 0.017 Ha. Its HOMO energy is -10.546 eV. The HOMO-LUMO gap is 0.404 Eh.

Last column: natural (NBO) charge in e.
Atoms and positions in Å:
C  -0.16  -0.40  1.92  -0.2197
N  0.86  0.23  1.05  -0.6608
C  0.37  1.00  0.05  0.8775
O  1.38  1.74  -0.51  -0.7135
O  -0.75  1.06  -0.36  -0.6251
C  -0.85  0.60  2.83  -0.6352
H  0.44  -1.08  2.52  0.1960
H  -0.85  -0.98  1.35  0.2192
H  1.71  0.46  1.53  0.4091
H  1.05  2.26  -1.26  0.5041
H  -0.94  1.59  2.38  0.2225
H  -1.86  0.36  3.09  0.2238
H  -0.34  0.66  3.80  0.2060
H  1.37  -1.44  -2.01  0.4746
H  1.11  -1.52  -0.54  0.4847
O  0.82  -1.92  -1.37  -0.9543
H  -2.06  -1.46  -2.18  0.4638
H  -0.71  -1.90  -2.58  0.4824
O  -1.56  -1.65  -2.98  -0.9550

It is 2) that is most stable; the runner-up trails by 100.0 kJ/mol.